15
Properties=species:S:1:pos:R:3 method="wB97M-V/def2-TZVPD" smiles="C/N=C/N1C=C1C" de_lowest_kcal_mol=89.49 energy_ev=-8291.1155 largest_force_ev_per_a=0.50 e_homo_ev=-8.3
C 2.70617 -0.55280 -0.56901
N 1.32621 -0.85051 -0.25238
C 0.75756 -0.13044 0.61730
N -0.54927 -0.39491 1.09363
C -1.37019 -1.20317 0.14021
C -1.68325 0.03182 0.21093
C -2.41981 1.28210 -0.01579
H 2.80694 -0.39018 -1.64702
H 3.10069 0.33216 -0.04600
H 3.32951 -1.41518 -0.31076
H 1.24962 0.70421 1.13790
H -1.43682 -2.23463 -0.15663
H -2.74174 1.69526 0.94461
H -1.77827 2.02172 -0.50502
H -3.29736 1.10454 -0.64197